[1]
Molecular formula: HN3
Method: DFT, ωB97M-V with the def2-TZVPD basis set

Computed properties:
Molar mass in g/mol: 43.0
Total charge: 0
LUMO in eV: 0.3
SMILES: N1=NN1
Energy above the lowest of the compared OMol25 structures with the same formula, charge and spin in kcal/mol: 50.2

CARTESIAN COORDINATES (ANGSTROEM)
N  0.352  0.078  0.478
N  -0.777  0.518  -0.327
N  -0.885  -0.681  -0.205
H  1.309  0.086  0.055


[2]
Molecular formula: HN3O4S
Method: DFT, ωB97M-V with the def2-TZVPD basis set

Computed properties:
Molar mass in g/mol: 139.1
Total charge: 0
LUMO (alpha / beta) in eV: -0.8 / -0.8
Energy above the lowest of the compared OMol25 structures with the same formula, charge and spin in kcal/mol: 93.4

CARTESIAN COORDINATES (ANGSTROEM)
S  1.098  0.802  -0.596
O  -1.229  -0.441  -3.155
O  0.592  0.604  0.940
O  1.918  -0.287  -0.993
O  -0.713  0.549  -1.265
N  -1.612  0.100  -2.174
N  0.492  -0.701  1.585
N  -0.066  -0.734  2.617
H  -0.480  0.107  3.042


[3]
Molecular formula: HNO
Method: DFT, ωB97M-V with the def2-TZVPD basis set

Computed properties:
Molar mass in g/mol: 31.0
Total charge: 0
LUMO in eV: -0.2
SMILES: N=O
Energy above the lowest of the compared OMol25 structures with the same formula, charge and spin in kcal/mol: 0.6

CARTESIAN COORDINATES (ANGSTROEM)
O  -0.604  0.721  0.053
N  0.179  -0.098  0.414
H  0.425  -0.623  -0.467


[4]
Molecular formula: HNO2S
Method: DFT, ωB97M-V with the def2-TZVPD basis set

Computed properties:
Molar mass in g/mol: 79.1
Total charge: 0
LUMO (alpha / beta) in eV: -1.3 / -1.3
Energy above the lowest of the compared OMol25 structures with the same formula, charge and spin in kcal/mol: 36.4

CARTESIAN COORDINATES (ANGSTROEM)
S  0.923  -0.698  0.181
O  -0.466  1.363  0.450
O  0.923  -2.153  -0.149
N  -0.527  -0.158  -0.087
H  -0.853  1.647  -0.394